No. 1
C3H3N3O | ωB97M-V with the def2-TZVPD basis set

## Properties
- E: -355.5185 a.u.
- Highest occupied orbital energy: -10.35 eV
- Energy above the lowest of the compared OMol25 structures with the same formula, charge and spin: 318.6 kJ/mol

```
10
Properties=species:S:1:pos:R:3:forces:R:3:mulliken_charge:R:1
O 2.545672 -0.880153 0.127810 -1.20 0.33 -0.36 -0.210
C 1.505099 -0.587360 -0.203395 1.49 -0.47 0.47 0.394
N -0.005777 0.884782 1.101432 -0.14 0.09 -0.13 -0.332
C -0.319505 1.231854 -0.128701 0.22 0.02 0.04 -0.047
N -0.916840 0.229125 -0.848714 0.03 0.01 0.16 -0.673
C -1.100116 -0.704520 0.142011 0.17 -0.16 -0.01 -0.046
N -0.526406 -0.388630 1.281998 -0.08 0.02 -0.20 -0.324
H 0.425577 -0.305332 -0.876658 -0.49 0.15 -0.02 0.510
H -0.023302 2.178235 -0.565101 -0.07 -0.13 0.04 0.367
H -1.584406 -1.658005 -0.030678 0.07 0.13 0.01 0.362
```
Forces are in eV/Å.

No. 2
C4H6O2 | ωB97M-V with the def2-TZVPD basis set

## Properties
- E: -306.2670 a.u.
- Highest occupied orbital energy: -9.39 eV
- Energy above the lowest of the compared OMol25 structures with the same formula, charge and spin: 628.3 kJ/mol

```
12
Properties=species:S:1:pos:R:3:forces:R:3:mulliken_charge:R:1
C -0.431514 0.832023 -0.512688 -0.38 -2.10 -0.69 -0.005
C 0.595037 -0.271005 -0.742697 3.95 4.81 -0.16 -0.587
C 1.772599 -0.447743 0.115088 -0.08 -2.40 1.96 -0.112
O 1.788725 -0.316268 1.336945 -0.17 0.75 -0.74 -0.530
C -1.473284 0.114523 0.291793 -1.89 -0.31 -0.52 -0.093
O -2.518416 -0.081865 -0.297955 -0.02 -0.39 1.03 -0.474
H -0.065971 1.764348 -0.044720 -0.19 -0.71 -0.58 0.380
H -0.911476 0.791776 -1.534967 0.32 1.57 1.21 0.213
H 0.773672 -0.689696 -1.716666 -0.69 -0.38 -0.47 0.356
H 2.029922 1.427660 -0.912770 -1.03 -2.22 -0.27 0.124
H 2.542166 -1.139154 -0.315473 -0.05 0.80 -0.29 0.332
H -1.307811 -0.336659 1.303712 0.23 0.57 -0.48 0.395
```
Forces are in eV/Å.

No. 3
C4H7NS | ωB97M-V with the def2-TZVPD basis set

## Properties
- E: -609.3112 a.u.
- Highest occupied orbital energy (alpha / beta): -4.44 / -8.14 eV
- Spin multiplicity: 3
- Energy above the lowest of the compared OMol25 structures with the same formula, charge and spin: 255.7 kJ/mol

```
13
Properties=species:S:1:pos:R:3:forces:R:3:mulliken_charge:R:1
C 0.174988 -0.093139 0.100522 3.74 -1.03 -2.08 -0.476
C 2.606101 -0.913512 0.049213 1.60 -1.97 -0.97 -0.738
C 1.559286 -0.223775 -0.631453 -5.99 -0.15 -0.94 0.206
C -1.938268 0.975542 -0.009327 0.29 -2.87 1.10 -0.610
N -0.647972 0.640193 -0.489205 -0.89 1.78 -0.73 -0.310
S 2.838724 0.858864 0.057319 1.78 1.12 0.86 -0.061
H 0.051165 -0.665504 0.986565 -0.01 -0.38 1.08 0.333
H 2.322676 -1.446233 0.938678 -0.11 0.26 0.67 0.291
H 3.260748 -1.578115 -0.566362 -0.05 0.96 0.53 0.280
H 1.310914 -0.068722 -1.714653 1.11 -0.46 1.12 0.384
H -2.097399 0.217380 0.898464 -0.80 1.65 -1.83 0.251
H -2.624230 0.966533 -0.849453 -0.63 -0.61 0.24 0.215
H -1.937366 1.964918 0.322441 -0.06 1.68 0.96 0.236
```
Forces are in eV/Å.

No. 4
C24H64ClN4O8 | ωB97M-V with the def2-TZVPD basis set

## Properties
- E: -2232.9397 a.u.
- Net charge: +3
- Highest occupied orbital energy: -16.07 eV
- Energy above the lowest of the compared OMol25 structures with the same formula, charge and spin: 29.0 kJ/mol

```
101
Properties=species:S:1:pos:R:3:forces:R:3:mulliken_charge:R:1
C -6.441362 4.725850 -1.931706 0.75 1.56 -0.61 -0.756
O -7.309557 4.030621 -1.080454 -0.21 -0.68 0.72 -0.265
C -8.019376 4.776283 -0.104842 1.73 -0.45 -0.37 -0.397
C -8.148730 3.981779 1.158248 -2.10 -1.96 0.14 -0.958
N -8.563113 2.486858 1.018137 1.44 0.51 -0.69 -0.162
H -9.159975 2.172915 1.774413 -0.17 0.10 0.15 0.402
H -9.037612 2.350659 0.153409 -1.00 -0.23 -1.19 0.395
C -7.362444 1.576947 0.884000 -0.25 -0.37 1.36 -0.716
C -7.665047 0.279854 0.164367 -1.74 -0.29 0.30 -0.450
O -8.617986 0.613756 -0.854766 0.81 0.55 1.37 -0.356
C -8.589102 -0.082522 -2.076601 0.49 0.61 -0.03 -0.750
H -5.639541 4.061384 -2.329023 -0.82 0.34 0.40 0.234
H -5.973635 5.604480 -1.433482 0.06 -0.71 0.17 0.332
H -6.969163 5.226580 -2.755681 -0.09 -0.57 -0.12 0.301
H -8.955537 5.130411 -0.486873 -0.76 -0.01 -0.17 0.420
H -7.447215 5.645166 0.208870 0.13 0.42 -0.09 0.394
H -8.932142 4.398590 1.735131 -1.00 0.67 0.52 0.448
H -7.394213 3.841738 1.860582 2.21 0.67 0.55 0.499
H -7.021476 1.365465 1.897108 0.04 -0.02 0.07 0.463
H -6.574372 2.098326 0.401126 0.30 0.79 -0.66 0.326
H -8.170231 -0.457626 0.846277 0.65 0.46 -0.49 0.336
H -6.690245 -0.112344 -0.142646 -0.30 -0.17 -0.49 0.383
H -7.625570 0.117878 -2.556030 -0.25 0.02 -0.40 0.310
H -9.442451 0.337079 -2.608937 0.28 -0.41 -0.38 0.253
H -8.666025 -1.135335 -1.906892 -0.35 -0.80 -0.07 0.314
C -1.062695 0.057262 -3.647326 0.30 0.50 1.39 -0.789
O 0.149411 -0.131240 -2.861776 -0.99 0.09 -0.57 -0.201
C 1.227242 -0.334635 -3.732880 0.06 0.85 -0.41 -0.919
C 2.439988 -0.661262 -2.913516 -0.14 -0.26 -1.58 -0.270
N 2.790390 0.546823 -2.138364 1.79 -0.32 -0.07 0.458
H 2.243757 1.314600 -2.513109 -0.09 0.31 0.19 0.426
H 2.594209 0.374511 -1.156988 -0.49 -0.12 0.92 -0.283
C 4.266223 0.889387 -2.163558 0.98 -1.05 0.54 -0.377
C 4.641006 1.704681 -3.339243 0.20 0.73 -1.70 -0.588
O 4.311824 1.005399 -4.544981 -0.40 -0.24 -0.11 -0.257
C 4.231768 1.789756 -5.765759 0.18 0.78 1.29 -0.810
H -1.906946 0.085083 -2.945788 0.28 -0.43 -0.17 0.204
H -1.156981 -0.745864 -4.377767 -0.14 0.18 -0.07 0.339
H -1.041514 1.061425 -4.070446 0.12 -0.13 -0.58 0.332
H 1.442362 0.605852 -4.357886 -0.26 -1.08 0.62 0.351
H 1.013729 -1.145146 -4.422816 0.04 -0.21 -0.25 0.525
H 3.211686 -0.877980 -3.636616 0.50 0.21 0.00 0.311
H 2.320564 -1.559186 -2.330035 -0.19 0.13 0.80 0.335
H 4.895147 -0.029169 -2.214176 -1.00 0.17 0.20 0.064
H 4.579958 1.387498 -1.226424 -0.59 -0.09 -0.44 0.409
H 5.759544 1.878783 -3.284740 -1.26 0.39 -0.05 0.362
H 4.002455 2.607437 -3.334071 0.82 0.32 0.06 0.405
H 5.225358 2.026279 -6.100410 0.52 -0.07 -0.34 0.327
H 3.747680 2.755515 -5.569006 -0.12 -0.16 0.09 0.340
H 3.671912 1.290906 -6.544629 -0.02 -0.53 0.19 0.269
C 4.011815 -3.824455 5.027119 -0.04 2.09 -0.86 -0.865
O 4.573451 -3.301515 3.764407 0.02 -1.38 0.51 -0.307
C 5.159046 -4.379128 2.981357 0.07 -0.60 1.62 -0.526
C 6.228148 -3.723958 2.152022 -1.16 1.19 -0.36 -0.678
N 5.412533 -3.034023 1.002116 2.25 0.04 1.04 0.247
H 5.033461 -3.746295 0.362936 -0.11 0.16 0.12 0.338
H 4.620554 -2.487995 1.426318 0.77 -0.15 -0.60 0.043
C 6.360749 -2.187535 0.117854 -2.67 -0.13 -0.57 -0.171
C 6.814639 -3.042852 -1.054558 -1.88 0.29 -0.95 -0.503
O 5.576555 -3.607639 -1.555456 0.54 -0.40 -0.82 -0.457
C 5.581936 -4.274226 -2.887581 -0.68 1.07 1.58 -0.851
H 3.632048 -2.954085 5.583958 0.44 -0.10 -0.24 0.230
H 4.754474 -4.316440 5.639711 0.15 -0.37 -0.11 0.413
H 3.130843 -4.382574 4.803671 -0.36 -1.03 -0.09 0.351
H 4.417570 -4.788465 2.275932 -0.04 -0.42 0.63 0.270
H 5.554691 -5.155698 3.721271 -0.43 0.77 -1.36 0.497
H 7.047408 -4.276196 1.696174 -0.35 -0.39 0.10 0.428
H 6.619883 -2.949164 2.821527 0.17 0.14 -0.63 0.365
H 7.141252 -1.759916 0.684362 0.83 0.25 0.82 0.481
H 5.640642 -1.406594 -0.171674 0.71 0.03 -0.45 -0.212
H 7.509083 -3.788421 -0.776400 0.70 -1.18 0.56 0.446
H 7.303734 -2.499771 -1.854674 0.07 0.67 0.06 0.470
H 4.681642 -4.858226 -2.875451 -0.70 0.05 -0.13 0.292
H 6.335779 -5.016814 -2.948081 1.27 -0.25 -0.20 0.386
H 5.555387 -3.538471 -3.702901 0.32 -0.25 0.31 0.252
C -1.639187 3.384118 3.235005 -1.64 1.24 -1.58 -0.832
O -0.674719 2.461342 2.899856 0.88 -0.56 0.46 -0.360
C 0.643952 2.776037 3.312994 0.36 -1.22 -1.65 -0.526
C 1.228658 1.432449 3.744892 -0.21 0.35 1.30 -0.508
N 0.819796 0.436452 2.736313 1.02 -2.13 -1.07 0.612
H -0.050413 0.766519 2.357345 -0.80 0.48 -0.38 0.569
H 1.506153 0.313638 1.939624 -0.09 0.33 0.50 -0.326
C 0.485319 -0.985968 3.162146 -0.49 -0.42 0.97 -0.713
C -0.436707 -1.793608 2.200782 1.22 -0.16 2.27 -0.555
O -1.716931 -1.277880 2.230301 0.45 1.43 -0.02 -0.270
C -2.592514 -2.154890 1.641606 -1.23 -1.75 0.66 -0.796
H -2.598059 2.873688 3.075952 0.13 0.39 -0.21 0.234
H -1.536342 4.279402 2.566346 -0.39 -0.57 0.52 0.296
H -1.672353 3.732716 4.244036 0.56 0.03 0.98 0.378
H 0.655146 3.467510 4.137705 0.22 0.50 0.08 0.453
H 1.226395 3.083990 2.390660 -0.53 0.37 1.17 0.260
H 0.847214 1.149057 4.757944 0.16 0.02 -0.96 0.308
H 2.298087 1.542263 3.809180 0.46 -0.42 -0.07 0.347
H 0.030838 -0.820421 4.152173 -0.43 -0.42 -0.49 0.436
H 1.324133 -1.660285 3.386904 0.46 0.95 -0.50 0.220
H -0.411268 -2.822587 2.655933 -0.16 0.62 -0.29 0.448
H -0.026050 -1.918536 1.216385 0.30 0.30 -0.76 0.415
H -2.557166 -2.246575 0.573848 0.63 0.00 -0.78 0.305
H -3.608112 -1.898513 1.864579 -0.54 0.57 0.33 0.257
H -2.448069 -3.134788 2.128629 -0.10 -0.07 -0.52 0.345
Cl 3.022887 -0.616204 0.703509 -0.08 0.04 0.06 -0.895
```
Forces are in eV/Å.

No. 5
C4H8N2O2 | ωB97M-V with the def2-TZVPD basis set

## Properties
- E: -417.0919 a.u.
- Structure (SMILES): C=C(N)N(O)C(C)=O
- Highest occupied orbital energy: -7.40 eV
- Energy above the lowest of the compared OMol25 structures with the same formula, charge and spin: 430.7 kJ/mol

```
16
Properties=species:S:1:pos:R:3:forces:R:3:mulliken_charge:R:1
C -0.115836 1.196962 1.473897 0.99 0.75 1.67 -1.244
C 0.836305 0.652718 0.646614 -2.00 2.21 1.43 0.635
N 2.013872 1.279505 0.346877 0.19 -0.71 -0.68 -0.427
N 0.369805 -0.378667 -0.106175 0.61 -0.61 0.14 0.202
O 1.185464 -0.833332 -1.163526 -0.89 -0.65 0.77 -0.455
C -1.021187 -0.722719 0.007240 -0.55 -3.84 -0.26 0.407
C -1.738440 -0.856395 -1.320094 -0.11 0.59 -0.15 -0.987
O -1.503833 -1.260928 1.004564 1.18 1.98 -1.61 -0.496
H 0.054236 2.176394 1.912131 0.53 0.00 -0.19 0.310
H -0.759237 0.630585 2.135134 -0.18 -0.23 -0.81 0.262
H 2.597850 0.772324 -0.307087 0.07 0.39 0.21 0.254
H 2.462206 1.760121 1.114468 -0.12 -0.25 -0.28 0.282
H 1.429873 -1.712349 -0.820336 0.20 0.26 -0.56 0.375
H -1.173740 -0.453848 -2.161095 -0.02 0.07 0.15 0.297
H -1.939693 -1.912554 -1.518546 0.01 0.12 0.20 0.284
H -2.697646 -0.337817 -1.244064 0.08 -0.10 -0.03 0.301
```
Forces are in eV/Å.

No. 6
C3H10O4 | ωB97M-V with the def2-TZVPD basis set

## Properties
- E: -421.2170 a.u.
- Net charge: -1
- Highest occupied orbital energy (alpha / beta): 0.72 / -5.45 eV
- Spin multiplicity: 2
- Energy above the lowest of the compared OMol25 structures with the same formula, charge and spin: 12.4 kJ/mol

```
17
Properties=species:S:1:pos:R:3:forces:R:3:mulliken_charge:R:1
O 0.596172 1.544215 0.654672 -0.23 -0.92 -1.40 -0.193
C 0.303540 0.432003 0.151644 0.20 -1.29 2.49 -0.408
O 0.896742 -0.755643 0.815070 -0.61 0.63 -0.99 -0.166
C -0.605164 -0.116341 -0.862624 -1.40 0.70 -0.14 -0.473
C -2.158499 0.191189 -0.654784 2.16 0.59 -0.78 -1.591
H 1.658663 -0.403412 1.267739 0.67 0.34 0.56 0.164
H -0.504920 -1.196286 -0.822669 0.19 -0.01 -0.33 -0.037
H -0.425779 0.250015 -1.886500 0.41 0.09 -0.30 0.488
H -2.461041 -0.380958 0.209189 -0.67 0.26 0.19 0.531
H -2.637324 -0.052250 -1.596136 -0.48 -0.69 -0.07 0.446
H -2.248549 1.280867 -0.629964 -0.23 -0.16 0.82 0.309
H 0.865696 -4.076661 -0.772870 0.75 -0.38 -1.02 0.360
H 0.333557 -3.354677 0.340657 -0.60 0.11 0.21 0.288
O 0.078291 -4.082324 -0.250865 -0.15 0.44 0.83 -0.728
H 2.459814 2.891370 1.124286 -0.67 0.01 0.00 0.306
H 1.691091 4.020587 1.854571 -0.42 -0.24 0.59 0.274
O 2.157703 3.808302 1.058586 1.08 0.48 -0.66 -0.570
```
Forces are in eV/Å.

Question: Number 1 is which compound?
Answer: C3H3N3O

Question: What is the energy above the lowest of the compared OMol25 structures with the same formula, charge and spin in the first record?
Answer: 318.6 kJ/mol